# 1
C37H38CsN7O4 as an isolated structure, computed with the ωB97M-V functional and the def2-TZVPD basis.

CARTESIAN COORDINATES (ANGSTROEM)
1 Cs 0.477 0.285 -0.156
2 C -4.212 1.606 5.935
3 C -3.073 1.006 5.160
4 C -1.874 0.712 5.719
5 C -0.807 0.154 4.952
6 C 0.446 -0.008 5.538
7 N 1.505 -0.475 4.915
8 C 2.841 -0.425 5.475
9 C 3.681 0.679 4.836
10 C 4.088 0.376 3.395
11 N 5.086 -0.693 3.374
12 C 4.923 -2.007 3.263
13 C 3.915 -2.799 2.730
14 C 3.981 -4.193 3.088
15 C 3.105 -5.112 2.625
16 C 3.148 -6.560 3.023
17 C 2.119 -4.667 1.687
18 C 2.024 -3.385 1.256
19 C 1.116 -2.978 0.156
20 N -0.121 -3.191 -0.001
21 C -0.871 -3.949 0.989
22 C -2.356 -3.608 0.984
23 C -2.743 -2.347 1.748
24 N -2.640 -1.137 0.942
25 C -2.472 -0.029 1.525
26 C -2.263 0.192 2.986
27 C -3.232 0.743 3.765
28 C -0.975 -0.147 3.552
29 O -0.049 -0.644 2.853
30 C 2.927 -2.350 1.757
31 O 2.865 -1.189 1.315
32 H -3.939 1.766 6.978
33 H -5.090 0.957 5.913
34 H -4.509 2.568 5.514
35 H -1.698 0.914 6.772
36 H 0.589 0.293 6.574
37 H 1.315 -0.736 3.931
38 H 3.318 -1.399 5.345
39 H 2.750 -0.248 6.548
40 H 4.576 0.840 5.445
41 H 3.116 1.614 4.851
42 H 4.534 1.259 2.938
43 H 3.251 0.080 2.769
44 H 5.981 -0.422 3.752
45 H 5.764 -2.557 3.681
46 H 4.759 -4.501 3.780
47 H 3.975 -6.759 3.703
48 H 3.267 -7.205 2.150
49 H 2.224 -6.859 3.523
50 H 1.447 -5.409 1.269
51 H 1.617 -2.416 -0.636
52 H -0.460 -3.824 2.000
53 H -0.769 -5.007 0.727
54 H -2.885 -4.448 1.442
55 H -2.706 -3.527 -0.047
56 H -2.168 -2.285 2.679
57 H -3.798 -2.426 2.030
58 H -2.473 0.866 0.897
59 H -4.180 1.002 3.303
60 O -0.757 0.563 -5.137
61 C -0.676 1.856 -5.493
62 C -0.811 2.172 -6.846
63 C -0.733 3.485 -7.267
64 C -0.520 4.510 -6.348
65 C -0.385 4.198 -5.009
66 C -0.459 2.880 -4.554
67 C -0.291 2.548 -3.107
68 O -0.352 1.332 -2.758
69 N -0.075 3.600 -2.312
70 N 0.127 3.253 -1.023
71 C 0.338 4.243 -0.235
72 C 0.622 4.058 1.188
73 C 0.904 5.186 1.972
74 C 1.181 5.034 3.314
75 C 1.184 3.755 3.858
76 C 0.907 2.695 3.010
77 N 0.629 2.824 1.716
78 H -0.630 0.566 -4.148
79 H -0.976 1.363 -7.546
80 H -0.839 3.714 -8.320
81 H -0.459 5.538 -6.679
82 H -0.216 4.969 -4.271
83 H 0.334 5.263 -0.621
84 H 0.896 6.165 1.512
85 H 1.392 5.898 3.931
86 H 1.385 3.586 4.908
87 H 0.907 1.677 3.382

Summary:
Electronic energy, Ha: -2137.12075
Orbital gap, eV: 5.870
Relative energy (zero: lowest compared OMol25 entry of this formula, charge and spin), kJ/mol: 58.4

---

# 2
C37H38IKN3Se as an isolated structure, computed with the ωB97M-V functional and the def2-TZVPD basis.

CARTESIAN COORDINATES (ANGSTROEM)
1 K 1.833 1.133 -0.196
2 I 2.969 0.020 2.992
3 C 4.945 0.508 2.455
4 C 5.794 0.853 3.467
5 C 7.135 1.188 3.169
6 C 7.567 1.164 1.875
7 C 6.688 0.806 0.818
8 C 7.146 0.786 -0.522
9 C 6.280 0.445 -1.522
10 C 4.933 0.116 -1.221
11 C 4.393 0.099 0.053
12 C 5.327 0.463 1.078
13 H 5.449 0.872 4.492
14 H 7.805 1.464 3.975
15 H 8.593 1.420 1.632
16 H 8.178 1.045 -0.734
17 H 6.624 0.427 -2.553
18 H 4.311 -0.153 -2.080
19 C -3.665 -3.200 -1.875
20 C -3.914 -1.895 -2.634
21 C -2.702 -0.963 -2.720
22 C -2.414 -0.120 -1.485
23 N -2.294 -0.895 -0.247
24 C -1.182 -1.561 0.151
25 Se 0.372 -1.783 -0.811
26 N -1.438 -2.067 1.392
27 C -0.510 -2.831 2.220
28 C -0.871 -4.312 2.271
29 C -0.644 -5.049 0.952
30 C 0.830 -5.302 0.664
31 C -2.729 -1.729 1.776
32 C -3.437 -1.976 2.943
33 C -4.725 -1.466 3.018
34 C -5.277 -0.734 1.965
35 C -4.560 -0.479 0.806
36 C -3.274 -0.989 0.731
37 H -4.435 -3.940 -2.105
38 H -3.661 -3.071 -0.792
39 H -2.697 -3.626 -2.155
40 H -4.768 -1.360 -2.201
41 H -4.217 -2.147 -3.654
42 H -2.839 -0.254 -3.542
43 H -1.810 -1.545 -2.963
44 H -3.196 0.618 -1.305
45 H -1.486 0.437 -1.610
46 H -0.539 -2.389 3.218
47 H 0.485 -2.658 1.811
48 H -1.916 -4.403 2.582
49 H -0.274 -4.778 3.062
50 H -1.085 -4.471 0.133
51 H -1.186 -5.998 0.980
52 H 1.383 -4.365 0.569
53 H 0.963 -5.845 -0.275
54 H 1.286 -5.895 1.462
55 H -3.006 -2.540 3.760
56 H -5.312 -1.636 3.912
57 H -6.281 -0.342 2.062
58 H -4.977 0.123 0.010
59 C -3.553 2.977 1.314
60 C -2.514 2.074 1.553
61 C -1.386 2.063 0.764
62 C -1.169 2.979 -0.315
63 C -2.239 3.890 -0.520
64 C -3.385 3.873 0.272
65 N 0.033 2.872 -0.941
66 C 0.515 3.631 -1.976
67 C -0.159 4.561 -2.803
68 C 0.499 5.265 -3.808
69 C 1.847 5.087 -4.065
70 C 2.531 4.143 -3.300
71 C 1.889 3.436 -2.306
72 H -4.445 2.982 1.927
73 H -2.590 1.366 2.373
74 H -0.614 1.330 0.986
75 H -2.181 4.657 -1.272
76 H -4.160 4.604 0.063
77 H -1.216 4.725 -2.699
78 H -0.073 5.969 -4.403
79 H 2.348 5.646 -4.844
80 H 3.581 3.948 -3.485
81 H 2.475 2.699 -1.770

Summary:
Electronic energy, Ha: -4896.12678
Orbital gap, eV: 5.894
Relative energy (zero: lowest compared OMol25 entry of this formula, charge and spin), kJ/mol: 45.6
Total charge: -1

---

What did the second record say?
C37H38IKN3Se as an isolated structure, computed with the ωB97M-V functional and the def2-TZVPD basis.

CARTESIAN COORDINATES (ANGSTROEM)
1 K 1.833 1.133 -0.196
2 I 2.969 0.020 2.992
3 C 4.945 0.508 2.455
4 C 5.794 0.853 3.467
5 C 7.135 1.188 3.169
6 C 7.567 1.164 1.875
7 C 6.688 0.806 0.818
8 C 7.146 0.786 -0.522
9 C 6.280 0.445 -1.522
10 C 4.933 0.116 -1.221
11 C 4.393 0.099 0.053
12 C 5.327 0.463 1.078
13 H 5.449 0.872 4.492
14 H 7.805 1.464 3.975
15 H 8.593 1.420 1.632
16 H 8.178 1.045 -0.734
17 H 6.624 0.427 -2.553
18 H 4.311 -0.153 -2.080
19 C -3.665 -3.200 -1.875
20 C -3.914 -1.895 -2.634
21 C -2.702 -0.963 -2.720
22 C -2.414 -0.120 -1.485
23 N -2.294 -0.895 -0.247
24 C -1.182 -1.561 0.151
25 Se 0.372 -1.783 -0.811
26 N -1.438 -2.067 1.392
27 C -0.510 -2.831 2.220
28 C -0.871 -4.312 2.271
29 C -0.644 -5.049 0.952
30 C 0.830 -5.302 0.664
31 C -2.729 -1.729 1.776
32 C -3.437 -1.976 2.943
33 C -4.725 -1.466 3.018
34 C -5.277 -0.734 1.965
35 C -4.560 -0.479 0.806
36 C -3.274 -0.989 0.731
37 H -4.435 -3.940 -2.105
38 H -3.661 -3.071 -0.792
39 H -2.697 -3.626 -2.155
40 H -4.768 -1.360 -2.201
41 H -4.217 -2.147 -3.654
42 H -2.839 -0.254 -3.542
43 H -1.810 -1.545 -2.963
44 H -3.196 0.618 -1.305
45 H -1.486 0.437 -1.610
46 H -0.539 -2.389 3.218
47 H 0.485 -2.658 1.811
48 H -1.916 -4.403 2.582
49 H -0.274 -4.778 3.062
50 H -1.085 -4.471 0.133
51 H -1.186 -5.998 0.980
52 H 1.383 -4.365 0.569
53 H 0.963 -5.845 -0.275
54 H 1.286 -5.895 1.462
55 H -3.006 -2.540 3.760
56 H -5.312 -1.636 3.912
57 H -6.281 -0.342 2.062
58 H -4.977 0.123 0.010
59 C -3.553 2.977 1.314
60 C -2.514 2.074 1.553
61 C -1.386 2.063 0.764
62 C -1.169 2.979 -0.315
63 C -2.239 3.890 -0.520
64 C -3.385 3.873 0.272
65 N 0.033 2.872 -0.941
66 C 0.515 3.631 -1.976
67 C -0.159 4.561 -2.803
68 C 0.499 5.265 -3.808
69 C 1.847 5.087 -4.065
70 C 2.531 4.143 -3.300
71 C 1.889 3.436 -2.306
72 H -4.445 2.982 1.927
73 H -2.590 1.366 2.373
74 H -0.614 1.330 0.986
75 H -2.181 4.657 -1.272
76 H -4.160 4.604 0.063
77 H -1.216 4.725 -2.699
78 H -0.073 5.969 -4.403
79 H 2.348 5.646 -4.844
80 H 3.581 3.948 -3.485
81 H 2.475 2.699 -1.770

Summary:
Electronic energy, Ha: -4896.12678
Orbital gap, eV: 5.894
Relative energy (zero: lowest compared OMol25 entry of this formula, charge and spin), kJ/mol: 45.6
Total charge: -1

---

Repeat the first record exactly.
C37H38CsN7O4 as an isolated structure, computed with the ωB97M-V functional and the def2-TZVPD basis.

CARTESIAN COORDINATES (ANGSTROEM)
1 Cs 0.477 0.285 -0.156
2 C -4.212 1.606 5.935
3 C -3.073 1.006 5.160
4 C -1.874 0.712 5.719
5 C -0.807 0.154 4.952
6 C 0.446 -0.008 5.538
7 N 1.505 -0.475 4.915
8 C 2.841 -0.425 5.475
9 C 3.681 0.679 4.836
10 C 4.088 0.376 3.395
11 N 5.086 -0.693 3.374
12 C 4.923 -2.007 3.263
13 C 3.915 -2.799 2.730
14 C 3.981 -4.193 3.088
15 C 3.105 -5.112 2.625
16 C 3.148 -6.560 3.023
17 C 2.119 -4.667 1.687
18 C 2.024 -3.385 1.256
19 C 1.116 -2.978 0.156
20 N -0.121 -3.191 -0.001
21 C -0.871 -3.949 0.989
22 C -2.356 -3.608 0.984
23 C -2.743 -2.347 1.748
24 N -2.640 -1.137 0.942
25 C -2.472 -0.029 1.525
26 C -2.263 0.192 2.986
27 C -3.232 0.743 3.765
28 C -0.975 -0.147 3.552
29 O -0.049 -0.644 2.853
30 C 2.927 -2.350 1.757
31 O 2.865 -1.189 1.315
32 H -3.939 1.766 6.978
33 H -5.090 0.957 5.913
34 H -4.509 2.568 5.514
35 H -1.698 0.914 6.772
36 H 0.589 0.293 6.574
37 H 1.315 -0.736 3.931
38 H 3.318 -1.399 5.345
39 H 2.750 -0.248 6.548
40 H 4.576 0.840 5.445
41 H 3.116 1.614 4.851
42 H 4.534 1.259 2.938
43 H 3.251 0.080 2.769
44 H 5.981 -0.422 3.752
45 H 5.764 -2.557 3.681
46 H 4.759 -4.501 3.780
47 H 3.975 -6.759 3.703
48 H 3.267 -7.205 2.150
49 H 2.224 -6.859 3.523
50 H 1.447 -5.409 1.269
51 H 1.617 -2.416 -0.636
52 H -0.460 -3.824 2.000
53 H -0.769 -5.007 0.727
54 H -2.885 -4.448 1.442
55 H -2.706 -3.527 -0.047
56 H -2.168 -2.285 2.679
57 H -3.798 -2.426 2.030
58 H -2.473 0.866 0.897
59 H -4.180 1.002 3.303
60 O -0.757 0.563 -5.137
61 C -0.676 1.856 -5.493
62 C -0.811 2.172 -6.846
63 C -0.733 3.485 -7.267
64 C -0.520 4.510 -6.348
65 C -0.385 4.198 -5.009
66 C -0.459 2.880 -4.554
67 C -0.291 2.548 -3.107
68 O -0.352 1.332 -2.758
69 N -0.075 3.600 -2.312
70 N 0.127 3.253 -1.023
71 C 0.338 4.243 -0.235
72 C 0.622 4.058 1.188
73 C 0.904 5.186 1.972
74 C 1.181 5.034 3.314
75 C 1.184 3.755 3.858
76 C 0.907 2.695 3.010
77 N 0.629 2.824 1.716
78 H -0.630 0.566 -4.148
79 H -0.976 1.363 -7.546
80 H -0.839 3.714 -8.320
81 H -0.459 5.538 -6.679
82 H -0.216 4.969 -4.271
83 H 0.334 5.263 -0.621
84 H 0.896 6.165 1.512
85 H 1.392 5.898 3.931
86 H 1.385 3.586 4.908
87 H 0.907 1.677 3.382

Summary:
Electronic energy, Ha: -2137.12075
Orbital gap, eV: 5.870
Relative energy (zero: lowest compared OMol25 entry of this formula, charge and spin), kJ/mol: 58.4

---

Look up the electronic energy of the second one. -4896.12678 Ha

---

What is the relative energy (zero: lowest compared OMol25 entry of this formula, charge and spin) in the second record? 45.6 kJ/mol